--- one ---
The following is a DFT calculation (ωB97M-V/def2-TZVPD) of the molecule C19H27N3O3.

Properties
Orbital gap in eV: 8.842
Spin multiplicity: 1
SMILES string: CC[C@@H]1Oc2ccccc2N(CC(=O)NCCCN2CCCC2)C1=O
Charge: 0

Last column: Mulliken charge in e.
Positions of all 52 atoms, in Å:
C (-1.43, 0.52, -5.50)  -1.3205
H (-2.30, -0.10, -5.66)  0.3870
C (-0.93, 0.39, -4.07)  -0.4259
H (-0.73, -0.66, -3.84)  0.2734
H (-1.68, 0.75, -3.37)  0.4292
C (0.37, 1.20, -3.85)  -0.0066
C (0.72, 1.13, -2.37)  0.5088
O (0.24, 1.91, -1.56)  -0.7701
N (1.55, 0.13, -2.02)  0.4003
C (2.02, -0.80, -2.96)  0.7899
C (2.54, -2.03, -2.60)  -0.7162
C (3.06, -2.87, -3.57)  -0.9225
C (3.07, -2.48, -4.90)  -0.4394
C (2.51, -1.27, -5.28)  -0.6775
C (1.97, -0.44, -4.31)  0.3642
O (1.41, 0.75, -4.69)  -0.5367
H (2.48, -0.96, -6.31)  0.4759
H (3.49, -3.13, -5.65)  0.3830
H (3.47, -3.82, -3.28)  0.4175
H (2.53, -2.35, -1.57)  0.5039
C (1.95, 0.03, -0.62)  -1.6535
H (2.95, -0.41, -0.57)  0.5394
H (1.96, 1.04, -0.21)  0.3557
C (0.97, -0.84, 0.18)  0.9933
O (1.25, -1.95, 0.58)  -0.6935
N (-0.22, -0.24, 0.35)  0.0895
H (-0.35, 0.70, -0.01)  0.2787
C (-1.30, -0.83, 1.10)  -1.1641
H (-2.19, -0.90, 0.46)  0.3449
C (-1.63, -0.01, 2.35)  -0.1956
H (-1.92, 1.00, 2.05)  0.3498
C (-0.43, 0.06, 3.31)  -0.9143
N (-0.68, 0.61, 4.61)  0.1154
C (-1.15, 1.98, 4.68)  -0.6377
C (-1.45, 2.14, 6.16)  -0.6524
H (-0.52, 2.24, 6.72)  0.3159
H (-2.09, 3.00, 6.38)  0.3525
C (-2.12, 0.80, 6.50)  -0.6304
H (-3.19, 0.87, 6.30)  0.2868
H (-1.99, 0.52, 7.54)  0.3105
C (-1.46, -0.19, 5.54)  -0.4399
H (-2.22, -0.81, 5.03)  0.2368
H (-0.78, -0.87, 6.06)  0.2838
H (-2.07, 2.15, 4.09)  0.2993
H (-0.38, 2.66, 4.32)  0.3272
H (0.36, 0.65, 2.85)  0.2029
H (-0.04, -0.96, 3.46)  0.3446
H (-2.48, -0.47, 2.85)  0.3149
H (-0.98, -1.84, 1.38)  0.4105
H (0.19, 2.24, -4.12)  0.4715
H (-0.65, 0.21, -6.20)  0.3018
H (-1.69, 1.55, -5.72)  0.3378

--- two ---
The following is a DFT calculation (ωB97M-V/def2-TZVPD) of the molecule C19H27N3O3.

Properties
Orbital gap in eV: 9.777
Spin multiplicity: 1
SMILES string: CC(C)C[C@@H](NC(=O)[C@H]1CCCN1C(=O)Cc1ccccc1)C(N)=O
Charge: 0

Last column: Mulliken charge in e.
Positions of all 52 atoms, in Å:
C (-4.01, -2.33, -0.43)  -1.4995
H (-4.65, -3.17, -0.13)  0.4659
H (-4.66, -1.51, -0.72)  0.2721
H (-3.43, -2.65, -1.30)  0.3624
C (-3.10, -1.93, 0.72)  0.4405
C (-3.92, -1.46, 1.91)  -1.6189
H (-4.60, -0.67, 1.61)  0.3140
H (-3.28, -1.09, 2.71)  0.3621
H (-4.52, -2.28, 2.31)  0.4653
C (-2.04, -0.90, 0.31)  -0.5501
C (-2.53, 0.56, 0.15)  0.1620
N (-1.40, 1.43, -0.13)  0.0924
C (-0.52, 1.82, 0.80)  0.2586
O (-0.61, 1.60, 1.99)  -0.6970
C (0.66, 2.62, 0.18)  -0.3968
N (1.64, 1.70, -0.40)  0.3200
C (1.41, 1.03, -1.54)  0.7977
O (0.36, 1.15, -2.16)  -0.7795
C (2.51, 0.10, -2.03)  -1.2455
C (2.83, -0.97, -1.02)  0.1980
C (4.14, -1.32, -0.73)  -0.3405
C (4.41, -2.31, 0.19)  -0.6855
C (3.38, -2.96, 0.85)  -0.4799
C (2.07, -2.61, 0.57)  -0.6411
C (1.80, -1.63, -0.36)  0.3349
H (0.77, -1.36, -0.58)  0.2322
H (1.26, -3.11, 1.08)  0.4542
H (3.60, -3.72, 1.58)  0.4029
H (5.44, -2.58, 0.40)  0.3842
H (4.95, -0.83, -1.24)  0.3870
H (3.40, 0.68, -2.28)  0.3932
H (2.14, -0.36, -2.95)  0.3734
C (2.86, 1.70, 0.38)  -0.6058
C (2.90, 3.11, 0.96)  -0.7493
H (3.27, 3.81, 0.21)  0.3296
C (1.43, 3.39, 1.26)  -0.8068
H (1.15, 2.98, 2.23)  0.2933
H (1.18, 4.45, 1.24)  0.4141
H (3.52, 3.18, 1.84)  0.3806
H (2.79, 0.96, 1.18)  0.1968
H (3.73, 1.47, -0.23)  0.4366
H (0.26, 3.26, -0.61)  0.4748
H (-1.09, 1.51, -1.09)  0.3282
H (-2.97, 0.89, 1.09)  0.5090
C (-3.56, 0.73, -0.97)  -0.4107
O (-4.71, 1.01, -0.76)  -0.6324
N (-3.07, 0.53, -2.21)  -0.1893
H (-3.68, 0.67, -2.99)  0.2609
H (-2.09, 0.35, -2.40)  0.1242
H (-1.58, -1.22, -0.63)  0.0827
H (-1.26, -0.87, 1.07)  0.6437
H (-2.54, -2.83, 1.03)  0.3813

Tell me which of them is the least stable. Sure, it is one.

--- one ---
The following is a DFT calculation (ωB97M-V/def2-TZVPD) of the molecule C19H27N3O3.

Properties
Orbital gap in eV: 8.276
Spin multiplicity: 1
SMILES string: CCN(CC)C(=O)[C@@H]1CCCN(C/C=C/c2ccccc2[N+](=O)[O-])C1
Charge: 0

Last column: Mulliken charge in e.
Positions of all 52 atoms, in Å:
C (-2.01, -3.99, -0.80)  -1.1204
H (-1.50, -3.44, -1.58)  0.2983
H (-2.53, -4.83, -1.26)  0.4001
H (-1.27, -4.39, -0.11)  0.2776
C (-3.02, -3.10, -0.09)  -0.7543
N (-2.43, -1.86, 0.39)  0.1815
C (-2.79, -0.71, -0.23)  -0.0665
O (-3.59, -0.70, -1.15)  -0.7169
C (-2.16, 0.61, 0.22)  1.4385
H (-1.57, 0.51, 1.12)  0.1636
C (-1.25, 1.10, -0.91)  -1.6311
N (-0.65, 2.37, -0.54)  0.4764
C (0.42, 2.73, -1.44)  -0.8909
C (1.65, 1.92, -1.16)  -0.5252
C (1.89, 1.36, 0.02)  -0.1917
C (3.08, 0.57, 0.34)  0.7191
C (3.78, 0.83, 1.52)  -0.6124
C (4.96, 0.17, 1.81)  -0.6278
C (5.49, -0.75, 0.91)  -0.4918
C (4.81, -1.04, -0.25)  -0.6723
C (3.60, -0.40, -0.52)  0.1986
N (2.88, -0.84, -1.69)  0.8339
O (1.68, -0.97, -1.59)  -0.4534
O (3.53, -1.10, -2.68)  -0.6202
H (5.18, -1.77, -0.95)  0.4614
H (6.42, -1.25, 1.13)  0.3818
H (5.49, 0.39, 2.72)  0.4065
H (3.39, 1.56, 2.20)  0.4657
H (1.20, 1.54, 0.83)  0.3860
H (2.35, 1.82, -1.98)  0.3853
H (0.14, 2.61, -2.50)  0.4016
H (0.67, 3.79, -1.29)  0.4125
C (-1.68, 3.39, -0.42)  -0.8232
C (-2.63, 3.01, 0.72)  -0.7026
C (-3.26, 1.65, 0.45)  -1.2697
H (-3.89, 1.35, 1.29)  0.3926
H (-3.89, 1.69, -0.44)  0.3977
H (-2.06, 2.97, 1.65)  0.3020
H (-3.40, 3.77, 0.82)  0.4487
H (-1.20, 4.34, -0.19)  0.4705
H (-2.25, 3.50, -1.35)  0.3581
H (-0.45, 0.38, -1.10)  0.5145
H (-1.85, 1.19, -1.83)  0.1858
C (-1.52, -1.96, 1.51)  -1.0225
C (-0.04, -1.88, 1.12)  -0.3425
H (0.58, -1.99, 2.01)  0.4385
H (0.22, -2.66, 0.42)  0.2586
H (0.19, -0.92, 0.66)  -0.1955
H (-1.75, -1.19, 2.25)  0.4110
H (-1.70, -2.93, 1.98)  0.4256
H (-3.81, -2.81, -0.79)  0.4099
H (-3.47, -3.63, 0.75)  0.4288

--- two ---
The following is a DFT calculation (ωB97M-V/def2-TZVPD) of the molecule C19H27N3O3.

Properties
Orbital gap in eV: 8.240
Spin multiplicity: 1
SMILES string: CCN(CC)CCCNC(=O)Cc1c(C(=O)O)n(C)c2ccccc12
Charge: 0

Last column: Mulliken charge in e.
Positions of all 52 atoms, in Å:
C (-1.54, 0.92, 1.80)  -1.3294
H (-2.30, 0.39, 2.36)  0.4001
H (-1.85, 1.96, 1.70)  0.4501
H (-1.46, 0.48, 0.81)  0.1420
C (-0.19, 0.86, 2.52)  -0.9323
N (0.41, -0.46, 2.47)  0.8239
C (1.83, -0.43, 2.83)  -0.2937
H (2.23, -1.43, 2.62)  0.4559
C (2.15, -0.04, 4.27)  -1.3391
H (1.64, -0.68, 4.98)  0.2865
H (1.86, 0.99, 4.46)  0.3170
H (3.23, -0.12, 4.43)  0.4556
H (2.32, 0.27, 2.15)  -0.0330
C (-0.35, -1.48, 3.18)  -1.0214
H (-1.01, -1.03, 3.93)  0.3095
C (-1.19, -2.36, 2.24)  -0.7176
H (-1.91, -1.75, 1.68)  0.2036
H (-1.74, -3.07, 2.85)  0.4369
C (-0.33, -3.13, 1.24)  -0.9516
N (0.25, -2.24, 0.25)  0.2704
C (0.17, -2.48, -1.07)  0.8319
O (-0.35, -3.46, -1.55)  -0.7200
C (0.86, -1.41, -1.92)  -1.3472
C (0.34, -0.04, -1.64)  1.2105
C (0.94, 1.05, -1.02)  0.5354
N (0.05, 2.11, -1.00)  0.1806
C (-1.11, 1.72, -1.58)  -0.2660
C (-2.29, 2.42, -1.80)  -0.8536
C (-3.33, 1.75, -2.40)  -0.6216
C (-3.21, 0.41, -2.80)  -0.7930
C (-2.05, -0.29, -2.60)  -0.6041
C (-0.97, 0.37, -1.99)  0.7361
H (-1.96, -1.32, -2.89)  0.4775
H (-4.06, -0.07, -3.26)  0.4107
H (-4.26, 2.27, -2.58)  0.4104
H (-2.39, 3.45, -1.50)  0.4706
C (0.27, 3.45, -0.51)  -1.2199
H (0.19, 4.16, -1.34)  0.3691
H (-0.47, 3.69, 0.25)  0.3591
H (1.27, 3.52, -0.08)  0.3521
C (2.27, 1.14, -0.44)  0.0822
O (2.72, 2.08, 0.18)  -0.6646
O (3.02, 0.03, -0.62)  -0.4576
H (3.89, 0.18, -0.21)  0.4220
H (0.67, -1.66, -2.96)  0.3722
H (1.93, -1.46, -1.74)  0.3260
H (0.61, -1.37, 0.62)  -0.2405
H (0.47, -3.66, 1.77)  0.2404
H (-0.93, -3.86, 0.69)  0.5136
H (0.35, -2.14, 3.70)  0.6067
H (0.50, 1.55, 2.03)  0.5889
H (-0.34, 1.21, 3.55)  0.3586

Tell me which of them is the least stable. Sure, it is one.

--- one ---
The following is a DFT calculation (ωB97M-V/def2-TZVPD) of a cluster of 2 separate species, C4H11BrN2 in total.

Properties
Orbital gap (spin up / spin down) in eV: 7.818 / 6.232
Spin multiplicity: 1
Charge: 0

Last column: Mulliken charge in e.
Positions of all 18 atoms, in Å:
C (2.01, -0.95, 0.04)  -1.3146
C (1.29, 1.18, 1.22)  -1.3279
C (-1.60, -0.96, 0.30)  -0.6185
C (1.05, 0.20, 0.11)  0.6188
N (-2.67, 0.59, -1.24)  -0.6456
N (-1.92, -0.55, -0.93)  0.0954
Br (0.73, 1.03, -1.61)  -0.2524
H (3.06, -0.64, -0.01)  0.3625
H (1.80, -1.58, -0.82)  0.3388
H (1.90, -1.55, 0.94)  0.3368
H (2.27, 1.67, 1.16)  0.3616
H (1.25, 0.65, 2.17)  0.3312
H (0.53, 1.96, 1.23)  0.3388
H (-1.23, -1.95, 0.44)  0.3294
H (-1.89, -0.34, 1.13)  0.2794
H (-2.74, 1.18, -0.42)  0.2595
H (-2.20, 1.12, -1.98)  0.2559
H (-1.64, -1.08, -1.75)  0.2509

--- two ---
The following is a DFT calculation (ωB97M-V/def2-TZVPD) of the molecule C4H11BrN2.

Properties
Orbital gap in eV: 8.552
Spin multiplicity: 1
SMILES string: CC(C)CN(N)Br
Charge: 0

Last column: Mulliken charge in e.
Positions of all 18 atoms, in Å:
C (-1.14, -1.10, -0.48)  -1.6306
C (-1.80, 1.08, 0.27)  -1.3277
C (0.57, 0.25, 0.54)  -0.6130
C (-0.66, 0.27, -0.41)  0.4040
N (2.42, -0.01, -0.77)  -0.4102
N (1.64, -0.58, 0.11)  -0.1085
Br (2.81, -1.20, 1.80)  -0.2726
H (-1.40, -1.60, 0.49)  0.3489
H (-2.00, -1.25, -0.98)  0.5303
H (-0.39, -1.81, -0.79)  0.4016
H (-1.88, 0.72, 1.32)  0.3107
H (-2.68, 0.79, -0.15)  0.5082
H (-1.69, 2.24, -0.02)  0.2981
H (0.60, 1.31, 0.81)  0.3327
H (0.08, -0.28, 1.34)  0.3887
H (-0.33, 0.80, -1.38)  0.3466
H (2.66, 0.99, -0.64)  0.2327
H (3.18, -0.62, -1.08)  0.2602

Tell me which of them is the least stable. Sure, it is one.

--- one ---
The following is a DFT calculation (ωB97M-V/def2-TZVPD) of a cluster of 2 separate species, CH9N2O in total.

Properties
Orbital gap in eV: 11.183
Spin multiplicity: 1
Charge: +1

Last column: Mulliken charge in e.
Positions of all 13 atoms, in Å:
O (-1.77, 0.39, 1.18)  -0.6456
H (-1.90, 0.55, 2.11)  0.3095
H (-0.70, -0.70, 0.42)  0.2975
H (-2.44, 0.88, 0.70)  0.3015
N (0.06, -1.18, -0.13)  -0.2883
C (1.18, -0.10, -0.23)  -0.4058
N (0.55, 0.98, -0.90)  -0.4691
H (0.42, -1.96, 0.41)  0.3803
H (-0.20, -1.37, -1.09)  0.3454
H (1.56, 0.06, 0.78)  0.3905
H (2.01, -0.54, -0.80)  0.3512
H (0.51, 1.09, -1.91)  0.2074
H (0.72, 1.91, -0.54)  0.2252

--- two ---
The following is a DFT calculation (ωB97M-V/def2-TZVPD) of a cluster of 2 separate species, CH9N2O in total.

Properties
Orbital gap in eV: 10.400
Spin multiplicity: 1
Charge: +1

Last column: Mulliken charge in e.
Positions of all 13 atoms, in Å:
O (2.11, 0.00, -1.58)  -0.6647
H (3.02, -0.47, -1.55)  0.3442
H (-1.45, -1.16, -0.41)  0.3823
H (1.93, 0.37, -2.44)  0.3255
N (-0.51, -0.96, -0.05)  -0.3708
C (-0.45, 0.13, 1.00)  -0.2082
N (-1.50, 1.04, 0.96)  -0.4953
H (-0.06, -1.93, 0.18)  0.3886
H (0.09, -0.64, -0.84)  0.3282
H (-0.51, -0.15, 2.08)  0.2877
H (0.59, 0.53, 0.82)  0.2885
H (-1.89, 1.50, 0.19)  0.1834
H (-1.36, 1.74, 1.64)  0.2107

Tell me which of them is the least stable. Sure, it is two.

--- one ---
The following is a DFT calculation (ωB97M-V/def2-TZVPD) of the ion C6H9N2 with charge +1.

Properties
Orbital gap (spin up / spin down) in eV: 6.891 / 8.611
Spin multiplicity: 3
Charge: +1

Last column: Mulliken charge in e.
Positions of all 17 atoms, in Å:
C (2.05, 0.65, -0.84)  -0.0828
C (1.50, 1.29, 0.37)  0.2035
C (-0.93, 1.34, -0.01)  -0.9882
C (-0.83, 0.03, -0.64)  -0.3398
C (-0.25, -1.14, 0.16)  -0.6140
C (1.28, -0.94, 0.45)  -0.0699
N (1.94, -0.61, -0.76)  -0.3331
N (1.28, 0.30, 1.19)  -0.0723
H (2.49, 1.15, -1.68)  0.4212
H (-1.17, 1.44, 1.04)  0.4004
H (-1.06, 2.22, -0.62)  0.3724
H (-1.88, -0.25, -0.87)  0.4091
H (-0.35, 0.10, -1.63)  0.3352
H (-0.77, -1.26, 1.11)  0.3440
H (-0.35, -2.06, -0.41)  0.3699
H (1.70, -1.82, 0.93)  0.4019
H (0.92, 0.40, 2.13)  0.2426

--- two ---
The following is a DFT calculation (ωB97M-V/def2-TZVPD) of the ion C6H9N2 with charge +1.

Properties
Orbital gap (spin up / spin down) in eV: 6.212 / 6.019
Spin multiplicity: 3
Charge: +1

Last column: Mulliken charge in e.
Positions of all 17 atoms, in Å:
C (-1.70, -1.99, 2.46)  0.2496
C (-1.34, -0.87, 2.24)  -0.7747
C (1.09, 0.39, 0.12)  -0.1957
C (-0.57, 0.68, 1.84)  0.3586
C (0.55, -0.85, -1.90)  -1.2614
C (0.54, 0.60, -1.20)  -0.2564
N (0.52, 0.67, 1.16)  -0.0435
N (-0.99, 1.66, 2.59)  -0.2476
H (-1.93, -2.91, 2.87)  0.4615
H (2.12, 0.08, 0.40)  0.4063
H (0.22, -0.84, -2.86)  0.4232
H (1.66, -1.14, -1.90)  0.3052
H (-0.12, -1.44, -1.46)  0.4191
H (-0.49, 0.91, -1.39)  0.2780
H (1.17, 1.28, -1.92)  0.2871
H (-1.46, 1.60, 3.50)  0.3006
H (-0.54, 2.54, 2.62)  0.2899

Tell me which of them is the least stable. Sure, it is two.

--- one ---
The following is a DFT calculation (ωB97M-V/def2-TZVPD) of a cluster of 2 separate species, C7H10O3 in total.

Properties
Orbital gap in eV: 10.630
Spin multiplicity: 1
SMILES string: C#CC(C)=O.COC(C)=O
Charge: 0

Last column: Mulliken charge in e.
Positions of all 20 atoms, in Å:
C (1.97, 0.46, 1.67)  -0.7577
C (1.52, -0.69, -1.72)  -0.9426
C (1.29, 0.34, -0.66)  0.7419
O (1.36, -0.29, 0.63)  -0.2785
O (1.46, 1.53, -0.77)  -0.5525
H (2.80, -0.11, 2.09)  0.2526
H (1.21, 0.66, 2.42)  0.2475
H (2.40, 1.43, 1.41)  0.3411
H (1.52, -0.23, -2.70)  0.3156
H (2.45, -1.21, -1.52)  0.3196
H (0.73, -1.44, -1.68)  0.2730
C (-2.72, -0.55, 1.06)  -1.2707
C (-1.52, -0.80, 0.18)  0.7894
C (-1.28, 0.42, -0.75)  -0.7652
C (-1.47, 1.46, -1.34)  0.2696
O (-1.21, -1.90, -0.20)  -0.4779
H (-2.56, 0.35, 1.65)  0.3424
H (-3.60, -0.39, 0.44)  0.3163
H (-2.92, -1.43, 1.67)  0.3498
H (-1.43, 2.37, -1.88)  0.4863

--- two ---
The following is a DFT calculation (ωB97M-V/def2-TZVPD) of a cluster of 2 separate species, C7H10O3 in total.

Properties
Orbital gap in eV: 10.070
Spin multiplicity: 1
SMILES string: CC#C[C@H]1OC[C@@]12CO2.O
Charge: 0

Last column: Mulliken charge in e.
Positions of all 20 atoms, in Å:
C (-3.09, -1.69, -0.09)  -1.3275
C (-1.84, -1.05, -0.48)  1.2293
C (-0.80, -0.51, -0.79)  -0.8835
C (0.46, 0.13, -1.16)  0.0142
O (0.60, 1.49, -0.67)  -0.4117
C (1.84, 1.20, 0.01)  -0.4352
C (1.70, -0.25, -0.37)  0.3489
C (2.26, -1.58, 0.58)  -0.3144
O (2.61, -1.15, -0.72)  -0.4572
H (-3.76, -0.96, 0.38)  0.2948
H (-3.60, -2.11, -0.97)  0.3012
H (-2.90, -2.50, 0.63)  0.2956
H (0.61, 0.09, -2.25)  0.2732
H (2.70, 1.71, -0.44)  0.2694
H (1.79, 1.43, 1.09)  0.2834
H (1.68, -2.50, 0.57)  0.2605
H (2.86, -1.20, 1.41)  0.2651
H (-0.54, 3.35, 1.67)  0.3017
O (-1.25, 3.47, 1.01)  -0.6314
H (-1.35, 2.61, 0.59)  0.3236

--- three ---
The following is a DFT calculation (ωB97M-V/def2-TZVPD) of a structure of composition C7H10O3.

Properties
Orbital gap in eV: 10.360
Spin multiplicity: 1
Charge: 0

Last column: Mulliken charge in e.
Positions of all 20 atoms, in Å:
C (3.90, 1.23, -1.19)  -0.3643
O (3.63, 0.68, 0.05)  -0.5167
C (2.85, 2.23, -1.64)  0.7369
C (2.96, 2.89, -3.04)  -0.4720
C (2.48, 1.55, -3.69)  -0.2096
C (1.59, 1.93, -4.85)  -0.7221
O (0.89, 3.04, -4.30)  -0.5214
C (1.43, 3.13, -3.00)  -0.1039
C (1.62, 1.71, -2.40)  -0.6175
H (4.65, 2.13, -1.12)  0.2569
H (4.10, 0.45, -1.92)  0.2550
H (3.75, 3.56, -3.41)  0.4408
H (3.16, 0.70, -3.81)  0.2830
H (2.16, 2.24, -5.74)  0.3459
H (0.89, 1.13, -5.13)  0.3413
H (0.98, 3.96, -2.45)  0.4101
H (0.84, 1.02, -2.03)  0.3644
O (2.50, 3.03, -0.38)  -0.6180
H (2.71, 1.04, 0.40)  0.3713
H (1.56, 3.18, -0.31)  0.3399

Tell me which of them is the least stable. Sure, it is two.